P) 17
Properties=species:S:1:pos:R:3:nbo_charge:R:1 method="wB97M-V/def2-TZVPD" total_charge=-1 homo_ev=-4.32 orbital_gap_ha=0.2810
O 1.802 -0.602 0.357 -0.686
C -1.426 -0.877 -2.261 -0.272
C -0.245 -1.587 -2.488 -0.206
C -1.528 -0.060 -1.136 -0.191
C 0.825 -1.484 -1.603 -0.287
C -0.460 0.049 -0.245 -0.297
C 0.716 -0.664 -0.480 0.320
H 1.586 0.010 1.102 0.520
H -2.267 -0.962 -2.961 0.201
H -0.154 -2.234 -3.371 0.200
H -2.450 0.504 -0.944 0.212
H 1.760 -2.036 -1.769 0.214
H -0.542 0.693 0.641 0.258
O -0.558 2.534 3.320 -0.791
O 1.512 1.570 3.332 -0.814
C 0.593 2.307 3.779 0.625
H 0.836 2.842 4.728 -0.008

---

Q) 17
Properties=species:S:1:pos:R:3:nbo_charge:R:1 method="wB97M-V/def2-TZVPD" total_charge=-1 homo_ev=-3.44 orbital_gap_ha=0.2510
C 1.341 1.252 -1.380 -0.583
C 0.466 1.303 -0.150 -0.330
C -0.596 2.040 -0.135 0.718
O -1.501 2.791 -0.102 -0.501
C 0.781 0.373 0.999 -0.477
C -0.266 -0.760 1.225 0.501
O -0.549 -1.027 2.403 -0.705
C -0.747 -1.368 0.065 -0.610
C -1.685 -2.407 0.078 0.364
O -2.142 -3.019 -0.898 -0.699
H 1.190 0.313 -1.918 0.214
H 2.390 1.309 -1.084 0.201
H 1.119 2.077 -2.054 0.203
H 0.852 0.933 1.938 0.217
H 1.752 -0.090 0.807 0.212
H -0.364 -1.046 -0.892 0.179
H -2.041 -2.671 1.098 0.096

---

Which of them is the least stable? Correct choice: Q).

---

P) 23
Properties=species:S:1:pos:R:3:mulliken_spin:R:1 method="wB97M-V/def2-TZVPD" s2=0.753 homo_ev="-8.76 / -9.73" spin_multiplicity=2 orbital_gap_ha="0.3442 / 0.3533"
H 3.665 3.979 0.006 0.000
C -1.065 2.358 0.001 0.857
C -0.357 1.071 0.001 0.021
O -1.240 -0.044 0.000 -0.013
C -0.776 -1.443 -0.001 0.020
C 0.108 -1.759 1.223 -0.002
C 0.108 -1.759 -1.224 -0.002
C -2.159 -2.192 -0.001 -0.001
H -1.198 2.853 0.951 0.030
H -1.199 2.850 -0.951 0.031
H 0.323 1.119 -0.846 0.026
H 0.323 1.117 0.849 0.026
H -0.244 -1.233 2.118 0.000
H 0.200 -2.836 1.454 0.001
H 1.107 -1.366 0.982 0.001
H -0.242 -1.231 -2.119 0.000
H 1.108 -1.366 -0.982 0.001
H 0.200 -2.835 -1.457 0.001
H -2.728 -1.830 -0.881 0.001
H -2.211 -3.305 -0.001 -0.001
H -2.727 -1.831 0.879 0.001
O 4.546 4.366 0.008 0.001
H 4.458 5.315 -0.009 0.000

---

Q) 23
Properties=species:S:1:pos:R:3:mulliken_spin:R:1 method="wB97M-V/def2-TZVPD" s2=0.754 homo_ev="-10.79 / -10.42" spin_multiplicity=2 orbital_gap_ha="0.4306 / 0.3097"
C -2.535 -1.002 1.224 0.003
O -1.901 -2.197 1.131 0.809
C -1.875 0.187 0.415 -0.001
C -0.386 -0.067 0.086 -0.004
C 0.283 0.850 -0.940 -0.002
C 1.819 0.630 -0.916 0.000
C 2.481 1.638 -1.864 0.000
H -2.731 -0.560 2.211 0.047
H -3.552 -1.263 0.868 0.097
H -1.845 0.920 1.231 0.004
H -2.401 0.465 -0.473 0.006
H 0.244 -0.022 0.962 0.001
H -0.429 -1.117 -0.224 0.002
H -0.060 0.616 -1.949 0.000
H 0.007 1.872 -0.709 0.000
H 1.923 -0.422 -1.159 0.000
H 2.123 0.766 0.123 0.000
H 3.013 2.363 -1.233 0.000
H 3.273 1.209 -2.464 0.000
H 1.799 2.279 -2.421 0.000
H 0.937 -2.060 1.938 -0.002
H -0.433 -2.576 1.733 -0.003
O 0.245 -2.511 2.430 0.046

---

Which of them is the least stable? Correct choice: Q).

---

P) 24
Properties=species:S:1:pos:R:3:nbo_charge:R:1 method="wB97M-V/def2-TZVPD" total_charge=+1 homo_ev=-14.51 orbital_gap_ha=0.4247
N 0.308 -1.100 -0.839 -0.702
C -0.204 -0.096 0.104 -0.146
C 0.866 0.935 0.460 -0.228
C 1.384 1.724 -0.756 -0.618
C 2.042 0.288 1.218 -0.646
C -1.419 0.545 -0.570 0.667
N -2.026 1.542 0.089 -0.795
O -1.798 0.059 -1.614 -0.601
H 1.283 -0.995 -1.141 0.437
H -0.307 -1.033 -1.681 0.474
H 0.319 -2.064 -0.462 0.471
H -0.498 -0.639 1.001 0.251
H 0.422 1.669 1.132 0.228
H 2.150 1.138 -1.278 0.199
H 1.887 2.604 -0.374 0.248
H 0.584 1.925 -1.467 0.222
H 1.938 -0.727 1.621 0.216
H 2.938 0.246 0.598 0.221
H 2.290 0.861 2.113 0.246
H -1.913 1.798 1.063 0.417
H -2.784 2.026 -0.347 0.426
H 0.275 -2.672 2.314 0.497
H 0.380 -3.957 1.371 0.506
O 0.146 -3.020 1.438 -0.990

---

Q) 24
Properties=species:S:1:pos:R:3:nbo_charge:R:1 method="wB97M-V/def2-TZVPD" total_charge=+1 homo_ev=-13.67 orbital_gap_ha=0.4039
C -1.482 2.008 0.645 -0.076
O -2.622 2.068 -0.187 -0.735
C -0.891 0.593 0.584 -0.067
C 0.407 0.384 1.324 -0.440
C 1.272 -0.742 0.806 -0.263
C 3.229 -0.533 -0.539 0.006
N 1.979 -0.387 -0.393 -0.475
N -0.746 0.243 -0.875 -0.736
H -1.643 2.395 1.650 0.214
H -0.745 2.642 0.125 0.180
H -3.444 2.040 0.314 0.497
H -1.736 0.029 0.998 0.216
H 1.005 1.305 1.318 0.230
H 0.182 0.201 2.381 0.252
H 1.942 -1.043 1.635 0.207
H 0.672 -1.628 0.531 0.204
H 3.553 -0.233 -1.530 0.197
H 3.893 -0.978 0.183 0.176
H 0.270 0.261 -1.098 0.471
H -1.036 -0.732 -1.040 0.468
H -1.371 0.819 -1.443 0.453
H -1.420 -2.806 -2.408 0.502
H -0.460 -3.356 -1.298 0.500
O -0.807 -2.550 -1.684 -0.981

---

Which of them is the least stable? Correct choice: Q).